1.
{"formula": "C12H13AsCl2N2O10S5SbTc", "method": "ωB97M-V/def2-TZVPD", "symbols": ["Tc", "C", "C", "N", "O", "C", "C", "N", "O", "H", "H", "H", "H", "H", "H", "H", "O", "As", "O", "O", "C", "C", "C", "C", "C", "C", "S", "O", "O", "O", "H", "H", "H", "H", "H", "S", "Sb", "S", "S", "S", "Cl", "C", "Cl", "C", "O", "O", "H"], "positions_angstrom": [[-0.462081, -0.039892, 0.574546], [-1.862467, 0.255356, 4.593213], [-1.686325, 0.246714, 3.113838], [-0.521374, -0.008330, 2.525816], [0.530598, -0.275470, 3.398861], [-2.727582, 0.526767, 2.221210], [-4.121405, 0.897743, 2.596692], [-2.330829, 0.462406, 0.929994], [-3.111156, 0.775533, -0.001134], [-1.105942, -0.353693, 5.077317], [-2.855090, -0.110392, 4.849718], [-1.773646, 1.275977, 4.972669], [1.050730, -0.955113, 2.945660], [-4.133266, 1.683757, 3.353126], [-4.667428, 0.039020, 2.993676], [-4.640774, 1.252893, 1.710484], [1.661244, -3.097035, 0.844515], [0.172346, -3.217124, -0.079134], [-0.529745, -4.657776, 0.079352], [-0.798097, -1.918833, 0.537756], [0.747345, -2.949790, -1.919060], [0.724432, -4.118177, -2.666866], [1.219056, -4.129312, -3.966124], [1.743606, -2.978126, -4.528303], [1.760430, -1.796485, -3.799897], [1.261382, -1.793163, -2.508816], [1.179118, -0.258106, -1.659094], [1.593336, -0.516078, -0.246838], [1.955557, 0.730143, -2.343387], [-0.279729, 0.064842, -1.563669], [2.097796, -2.266261, 0.597486], [0.320617, -5.015049, -2.213827], [1.196900, -5.049147, -4.535257], [2.135799, -2.991166, -5.536182], [2.151075, -0.879985, -4.220216], [6.394212, 3.814238, 1.179905], [4.818794, 5.227755, 0.629456], [2.485462, 3.064505, -0.304553], [2.588132, 4.018652, 1.461149], [3.613652, 4.023275, -1.599851], [-1.030128, 3.208212, -3.090211], [-1.363841, 2.973360, -1.382846], [-2.208403, 4.356939, -0.655589], [-0.092292, 2.798314, -0.577587], [0.898169, 3.597450, -0.886100], [-0.010039, 1.989965, 0.341696], [-1.988153, 2.090693, -1.243611]], "forces_ev_per_angstrom": [[-0.096, -0.291, 0.198], [-0.028, -0.006, -0.019], [-0.006, 0.023, 0.011], [0.054, 0.012, -0.048], [0.032, -0.008, 0.006], [-0.008, 0.018, 0.026], [0.011, 0.000, 0.023], [-0.086, -0.036, -0.066], [0.009, -0.029, 0.044], [0.004, -0.013, 0.002], [0.003, 0.013, 0.003], [0.018, -0.001, 0.000], [-0.029, -0.010, -0.005], [0.004, -0.008, 0.005], [-0.007, 0.002, -0.008], [-0.001, -0.001, 0.000], [-0.063, 0.054, 0.050], [0.052, 0.011, 0.003], [0.030, -0.032, 0.025], [-0.140, 0.001, -0.108], [-0.007, 0.035, 0.018], [0.002, -0.007, 0.022], [0.011, 0.012, -0.035], [-0.008, -0.031, -0.002], [-0.018, 0.019, 0.027], [-0.010, 0.000, 0.010], [0.096, 0.078, 0.002], [0.003, 0.047, -0.029], [0.001, -0.078, -0.082], [0.012, 0.074, -0.067], [0.014, -0.034, -0.009], [-0.001, 0.000, 0.002], [0.000, 0.002, -0.005], [-0.002, -0.004, -0.001], [-0.004, -0.001, 0.002], [-0.042, -0.001, 0.000], [-0.070, 0.036, -0.183], [-0.250, 0.055, 0.121], [0.110, -0.107, -0.101], [0.204, 0.070, 0.232], [-0.015, 0.003, 0.025], [0.003, -0.069, -0.010], [-0.004, -0.004, 0.001], [0.158, 0.046, 0.063], [-0.072, -0.055, -0.069], [0.145, 0.200, -0.064], [-0.013, 0.014, -0.009]], "mulliken_charge": [0.63, -1.48, 0.42, 0.61, -0.60, 0.39, -1.59, 1.06, -0.84, 0.42, 0.40, 0.30, 0.37, 0.38, 0.34, 0.37, -0.65, 0.96, -0.74, -0.53, -0.68, -0.55, -0.61, -0.59, -0.44, 0.48, 1.96, -0.84, -0.66, -0.54, 0.45, 0.55, 0.40, 0.40, 0.50, -0.46, 0.58, 0.47, -0.24, -0.28, -0.14, 0.73, -0.17, 0.27, -0.25, -0.57, 0.02], "e_tot_ha": -6795.0784, "e_lumo_ev": [-1.708, -1.707]}

2.
{"formula": "C5H12O", "method": "ωB97M-V/def2-TZVPD", "symbols": ["C", "C", "C", "C", "C", "O", "H", "H", "H", "H", "H", "H", "H", "H", "H", "H", "H", "H"], "positions_angstrom": [[1.784075, 0.338433, -0.902948], [0.197511, 0.642200, -0.175324], [-0.828473, 0.838913, -1.297147], [-0.050145, -0.551039, 0.717889], [-1.175143, -0.371425, 1.727719], [-0.309846, -1.660814, -0.134777], [2.526970, 0.689773, -0.184627], [1.956438, -0.738057, -1.092928], [2.058924, 0.835087, -1.872456], [0.334322, 1.572356, 0.373139], [-1.518095, 0.025005, -1.544517], [-1.227316, 1.842653, -1.499380], [0.164059, 0.664524, -1.749931], [0.902737, -0.692590, 1.241932], [-1.245037, -1.258133, 2.371644], [-2.136023, -0.233972, 1.220761], [-0.988601, 0.491309, 2.375552], [-0.446358, -2.434222, 0.425400]], "forces_ev_per_angstrom": [[-0.785, 0.217, 1.025], [2.061, -0.354, 0.215], [1.430, -0.272, -0.920], [0.272, 0.295, 0.374], [-0.013, 0.052, 0.014], [0.022, -0.232, 0.162], [0.043, -0.149, 0.101], [-0.446, 0.422, 0.350], [-0.919, 0.001, 0.839], [0.062, -0.196, 0.335], [0.285, 0.246, 0.457], [0.277, -0.424, 0.410], [-2.315, 0.558, -3.297], [-0.095, -0.300, 0.249], [-0.036, 0.142, -0.120], [0.150, -0.002, 0.033], [-0.011, -0.093, -0.090], [0.017, 0.088, -0.135]], "mulliken_charge": [-1.36, 0.17, -1.11, 0.02, -1.28, -0.55, 0.39, 0.28, 0.39, 0.51, 0.31, 0.31, 0.26, 0.29, 0.39, 0.30, 0.35, 0.33], "smiles": "CC(C)[C@@H](C)O", "e_tot_ha": -272.8564, "e_lumo_ev": 0.904}

3.
{"formula": "C45H45ClO26", "method": "ωB97M-V/def2-TZVPD", "symbols": ["C", "C", "O", "C", "Cl", "O", "C", "O", "O", "C", "C", "C", "C", "C", "C", "C", "C", "C", "O", "C", "C", "O", "H", "H", "H", "H", "H", "H", "H", "H", "H", "H", "H", "H", "H", "H", "H", "H", "H", "H", "H", "H", "H", "H", "H", "H", "H", "O", "C", "C", "C", "O", "C", "O", "C", "C", "O", "H", "H", "H", "H", "O", "C", "C", "C", "O", "C", "O", "C", "C", "O", "H", "H", "H", "H", "O", "C", "C", "C", "O", "C", "O", "C", "C", "O", "H", "H", "H", "H", "O", "C", "C", "C", "O", "C", "O", "C", "C", "O", "H", "H", "H", "H", "O", "C", "C", "C", "O", "C", "O", "C", "C", "O", "H", "H", "H", "H"], "positions_angstrom": [[5.155885, -1.896967, -4.290391], [5.219579, -0.382261, -4.138531], [3.979085, 0.231493, -3.775306], [3.522627, 0.012042, -2.509526], [4.635384, -0.566796, -1.240797], [2.564896, -1.098003, -2.600017], [1.524403, -0.852690, -1.779775], [0.820466, -1.666502, -1.386415], [1.429375, 0.454722, -1.457533], [2.497627, 1.075468, -2.174353], [2.886976, 2.514660, -1.860574], [3.935159, 2.792722, -0.764228], [3.345881, 2.985515, 0.653114], [2.754293, 1.708923, 1.313860], [3.533338, 1.227354, 2.578800], [4.356130, -0.017245, 2.230228], [4.703904, -0.876329, 3.478006], [4.926813, -2.347251, 3.053010], [3.973923, -3.245172, 3.674035], [2.858208, -3.373844, 2.910565], [2.634516, -4.735988, 2.293028], [2.105232, -2.508217, 2.742983], [6.158430, -2.280755, -4.478171], [4.828892, -2.391623, -3.376470], [4.455623, -2.202586, -5.064005], [6.057033, -0.059670, -3.521553], [5.449821, 0.003584, -5.132235], [2.032843, 1.184505, -3.166283], [3.267438, 2.924869, -2.796686], [1.996716, 3.103242, -1.629710], [4.767941, 2.091528, -0.717647], [4.380719, 3.764759, -1.002931], [4.185515, 3.311024, 1.278065], [2.650961, 3.827221, 0.657377], [2.826963, 0.910593, 0.581174], [1.724917, 1.918261, 1.597164], [2.769079, 0.881585, 3.275278], [4.110525, 2.016471, 3.054099], [5.303470, 0.307658, 1.785307], [3.820039, -0.684923, 1.565824], [5.650581, -0.562810, 3.918802], [3.886326, -0.821762, 4.192962], [5.938494, -2.673221, 3.281942], [4.804114, -2.472314, 1.970778], [1.624666, -5.090058, 2.475643], [3.310041, -5.464108, 2.747851], [2.878314, -4.726707, 1.233141], [2.666434, 2.741785, 5.051460], [2.239681, 2.207951, 6.058016], [1.316637, 1.083468, 6.020548], [0.870782, 0.538083, 7.157593], [0.034015, -0.498249, 7.158987], [1.291742, 1.059532, 8.498831], [0.838531, 0.534560, 9.497552], [2.234468, 2.173401, 8.536647], [2.684661, 2.713763, 7.397363], [3.548644, 3.728022, 7.381265], [1.018880, 0.715446, 5.047443], [-0.139556, -0.711645, 8.097140], [2.545694, 2.530540, 9.508166], [3.707663, 3.928124, 6.437950], [-0.573672, -0.169866, -3.440919], [-1.493287, -0.631332, -4.088438], [-2.256571, 0.158021, -5.046367], [-3.268360, -0.397401, -5.722193], [-3.995069, 0.284057, -6.609165], [-3.650291, -1.833849, -5.523200], [-4.593441, -2.267586, -6.159955], [-2.875648, -2.631411, -4.585644], [-1.860117, -2.078412, -3.903774], [-1.130965, -2.771611, -3.038221], [-1.968989, 1.192683, -5.178579], [-4.661193, -0.344683, -6.957029], [-3.153632, -3.668809, -4.464945], [-0.475232, -2.149598, -2.647339], [-1.681265, -6.552823, 3.413822], [-1.399117, -5.718477, 4.254564], [-1.144822, -4.319433, 3.939798], [-0.822552, -3.459782, 4.915820], [-0.583661, -2.173052, 4.686348], [-0.709267, -3.897863, 6.344208], [-0.391076, -3.062672, 7.168032], [-0.986482, -5.292400, 6.664558], [-1.312117, -6.150133, 5.690152], [-1.576193, -7.433638, 5.929440], [-1.226853, -4.015633, 2.905419], [-0.373130, -1.774884, 5.558243], [-0.917472, -5.591811, 7.700946], [-1.779607, -7.830172, 5.059299], [-0.743346, 3.782014, -4.193101], [-1.323712, 4.151482, -3.188130], [-1.170935, 3.493731, -1.898709], [-1.846510, 3.935554, -0.830832], [-1.737058, 3.366449, 0.366868], [-2.777170, 5.108787, -0.921401], [-3.378394, 5.455110, 0.077731], [-2.912963, 5.781763, -2.208969], [-2.234038, 5.339633, -3.274194], [-2.323799, 5.922341, -4.469125], [-0.498353, 2.646543, -1.848799], [-2.327571, 3.872501, 0.958991], [-3.573531, 6.635894, -2.258409], [-1.738629, 5.409949, -5.060916], [-7.109932, -0.055927, -7.845578], [-7.689165, 0.293218, -6.831913], [-7.566576, -0.408501, -5.562797], [-8.239336, 0.020691, -4.488045], [-8.154642, -0.586023, -3.306400], [-9.137656, 1.220215, -4.549539], [-9.737919, 1.551591, -3.544635], [-9.243182, 1.935702, -5.815801], [-8.565902, 1.508451, -6.887952], [-8.627816, 2.130658, -8.064257], [-6.916538, -1.273376, -5.532504], [-8.736080, -0.081424, -2.704068], [-9.879637, 2.808840, -5.844324], [-8.050967, 1.621526, -8.666932]], "forces_ev_per_angstrom": [[-0.168, -0.081, 0.772], [0.454, -0.555, -1.249], [1.249, 0.217, 0.970], [-2.131, -1.310, -0.577], [0.353, 0.632, -0.184], [0.525, -0.022, 0.064], [2.296, 2.877, -0.909], [-3.141, -3.475, 1.535], [1.343, -0.267, 0.603], [-0.798, 1.932, -1.790], [0.775, -0.308, 0.949], [-0.566, 0.885, 0.613], [0.729, -0.498, 0.123], [0.865, 1.020, 0.285], [-1.034, -0.984, -1.033], [0.823, 0.331, 1.436], [0.424, -0.351, -1.147], [-0.502, 0.454, 0.147], [1.062, -0.401, -0.086], [1.125, -2.898, 0.108], [0.897, -0.772, 0.834], [-2.305, 3.223, -0.525], [-0.011, 0.050, -0.314], [-0.041, 0.096, 0.102], [0.126, 0.091, -0.202], [-0.279, 0.004, 0.448], [-0.244, 0.311, 0.049], [0.278, 0.006, -0.094], [-0.003, -0.180, -0.106], [-0.158, -0.199, -0.046], [-0.177, -0.206, -0.217], [0.087, -0.103, -0.170], [-0.067, 0.107, -0.007], [-0.189, -0.110, -0.122], [-0.548, -0.132, 0.028], [-0.139, -0.306, -0.220], [0.113, 0.183, 0.253], [0.040, -0.005, -0.003], [-0.119, -0.249, -0.418], [-0.221, 0.264, -0.315], [-0.244, 0.391, 0.317], [0.115, -0.095, 0.160], [-0.154, -0.324, 0.343], [0.113, 0.198, 0.008], [-0.200, 0.253, -0.284], [-0.012, 0.047, -0.009], [-0.267, 0.225, -0.117], [0.155, 0.404, 0.340], [-0.320, -0.435, -0.317], [0.107, 0.144, -0.161], [-0.117, -0.104, -0.505], [0.181, 0.601, 0.411], [0.324, 0.352, 0.311], [-0.152, -0.183, -0.189], [-0.149, -0.173, 0.072], [0.151, 0.147, 0.464], [-0.111, -0.118, -0.411], [-0.019, -0.013, 0.010], [-0.036, -0.229, -0.113], [0.002, 0.016, -0.013], [0.010, 0.025, 0.062], [0.098, -0.125, 0.002], [-0.180, 0.424, -0.331], [0.181, 0.066, 0.193], [0.071, 0.526, -0.149], [-0.118, -0.469, 0.123], [0.191, -0.510, 0.314], [-0.151, 0.175, -0.133], [-0.243, 0.109, -0.255], [-0.031, -0.597, 0.182], [-0.029, 0.690, -0.281], [0.000, -0.002, -0.005], [-0.015, 0.079, -0.059], [0.021, 0.002, 0.034], [0.008, -0.346, 0.241], [-0.020, -0.261, 0.235], [0.041, 0.550, -0.406], [-0.060, -0.337, -0.119], [0.007, 0.323, -0.582], [-0.014, -0.219, 0.497], [-0.038, -0.456, 0.304], [-0.090, -0.203, 0.062], [0.081, 0.257, 0.111], [0.023, -0.160, 0.467], [-0.023, 0.106, -0.417], [0.028, 0.034, 0.009], [0.010, 0.098, -0.054], [-0.001, -0.028, -0.013], [0.010, -0.007, 0.044], [-0.136, 0.266, -0.219], [0.247, -0.462, 0.404], [0.163, -0.058, -0.246], [0.296, -0.382, 0.047], [-0.273, 0.360, -0.007], [-0.245, 0.426, -0.345], [0.154, -0.215, 0.148], [-0.052, -0.032, 0.257], [-0.312, 0.405, -0.048], [0.271, -0.349, -0.001], [-0.075, -0.051, 0.021], [0.032, -0.062, 0.004], [0.001, -0.007, -0.022], [-0.048, 0.045, -0.004], [-0.020, 0.289, -0.131], [0.200, -0.430, 0.381], [0.134, -0.043, -0.242], [0.296, -0.384, 0.025], [-0.275, 0.355, 0.000], [-0.223, 0.453, -0.326], [0.143, -0.229, 0.147], [-0.063, -0.032, 0.256], [-0.306, 0.406, -0.056], [0.259, -0.359, -0.006], [-0.017, -0.015, 0.004], [0.032, -0.058, 0.001], [0.004, -0.005, -0.023], [-0.042, 0.049, -0.003]], "mulliken_charge": [-1.03, -0.39, -0.30, 1.05, -0.07, -0.31, 0.36, -0.86, -0.33, -0.08, -0.85, -0.86, -1.03, 0.53, 0.06, -0.08, -0.57, -0.75, -0.47, 0.77, -1.07, -0.38, 0.40, 0.28, 0.30, 0.35, 0.44, 0.36, 0.58, 0.07, 0.29, 0.43, 0.51, 0.31, -0.87, 0.54, -0.60, 0.48, 0.21, 0.05, 0.53, 0.22, 0.45, 0.33, 0.22, 0.38, 0.25, -0.64, 0.99, -0.87, 0.18, -0.47, 0.91, -0.62, -0.98, 0.31, -0.58, 0.59, 0.33, 0.44, 0.35, -0.08, 0.63, -0.99, 0.34, -0.64, 1.16, -0.65, -1.08, 0.32, -0.55, 0.58, 0.27, 0.46, 0.31, -0.64, 1.02, -0.75, 0.29, -0.53, 0.91, -0.54, -1.03, 0.27, -0.57, 0.52, 0.32, 0.44, 0.36, -0.68, 0.91, -0.87, 0.12, -0.54, 0.91, -0.63, -0.98, 0.30, -0.57, 0.92, 0.36, 0.42, 0.36, -0.67, 0.93, -0.90, 0.46, -0.57, 0.92, -0.62, -0.95, 0.35, -0.56, 0.51, 0.36, 0.41, 0.36], "smiles": "CCO[C@]1(Cl)OC(=O)O[C@H]1CCCCCCCCOC(C)=O.O=C1C=C(O)C(=O)C=C1O.O=C1C=C(O)C(=O)C=C1O.O=C1C=C(O)C(=O)C=C1O.O=C1C=C(O)C(=O)C=C1O.O=C1C=C(O)C(=O)C=C1O", "e_tot_ha": -4158.1570, "e_lumo_ev": -1.526}

Calculated ΔE to the lowest compared entry with this formula, charge and spin (kcal/mol), listed in the same order as above: 34.90; 57.92; 32.72